# 1
Formula: C18H11AsN4O2S10W
Source: the Open Molecules 2025 dataset
Level of theory: the ωB97M-V functional and the def2-TZVPD basis

Values from the calculation:
LUMO level (eV): -1.704
HOMO energy (eV): -7.32
Relative energy (zero: lowest compared OMol25 entry of this formula, charge and spin) (kcal/mol): 16.8
Gap between HOMO and LUMO (hartree): 0.206
Spin multiplicity: 1
Total energy (Ha): -7346.8736

Each line ends with the Löwdin charge.
Positions of all 47 atoms, in Å:
W  0.0617  0.2971  0.2479  1.040
As  -1.0263  -0.1675  4.3027  0.258
S  -2.0281  1.5756  -0.4247  0.528
S  1.2270  -0.3233  4.1968  0.376
S  -1.1509  1.2669  2.2063  -0.047
S  2.9353  -2.3000  2.7862  0.926
S  -3.2836  2.8770  -2.8562  0.988
S  -0.1357  0.0514  -2.2609  0.613
S  -1.8071  -1.9864  3.6633  -0.080
S  1.1079  -2.1261  -0.9343  0.731
S  -1.3257  1.5114  -4.6318  0.978
S  0.4665  2.3292  1.6068  0.144
O  -3.2222  3.1397  -5.4839  -0.046
O  -1.0809  -1.1917  0.6472  -0.467
N  4.0994  0.9637  -0.6137  0.210
N  1.9196  1.0878  -0.4834  -0.121
N  -1.3520  -2.3056  -0.0113  -0.149
N  1.4803  -0.5506  1.4564  -0.345
C  3.7115  1.9640  -1.5094  -0.159
C  1.3813  -1.3361  2.6725  -0.984
C  2.8004  -0.4650  1.0283  -0.427
C  -2.5687  -2.8328  0.2517  -0.009
C  -2.0427  -4.5916  -1.2564  -0.043
C  -0.8091  -4.0360  -1.4834  -0.060
C  4.4328  2.7970  -2.3523  -0.010
C  2.9898  0.4865  -0.0278  -0.287
C  -2.7268  2.6128  -4.5279  -0.992
C  -2.1030  1.8258  -2.1201  -1.147
C  2.3066  3.7969  -2.9877  -0.059
C  2.3288  2.0396  -1.4127  -0.228
C  -1.2358  1.2044  -2.9188  -1.141
C  -2.9407  -3.9875  -0.3666  -0.034
C  3.7036  3.7117  -3.0915  -0.075
C  3.6810  -1.2815  1.6070  -0.354
C  1.5960  2.9634  -2.1444  -0.009
C  -0.4180  -2.8531  -0.8290  -0.649
H  -0.0979  -4.4861  -2.1592  0.113
H  -3.9121  -4.4108  -0.1583  0.116
H  -3.1586  -2.2808  0.9680  0.121
H  0.5208  3.0239  -2.0439  0.103
H  -2.3244  -5.5028  -1.7699  0.117
H  4.7358  -1.3716  1.3748  0.083
H  5.0331  0.6430  -0.4327  0.172
H  0.5328  -2.0115  2.6551  -0.025
H  5.5131  2.7456  -2.4246  0.114
H  1.7739  4.5304  -3.5812  0.111
H  4.2251  4.3825  -3.7636  0.107

Cartesian forces (eV/Å) of the 6 atoms listed first:
-0.016 0.626 -1.510
0.102 -0.104 0.251
0.261 0.110 0.273
-0.054 -0.075 -0.108
0.229 -0.316 -0.310
0.013 -0.107 0.021



# 2
Formula: C4H8NO
Source: the Open Molecules 2025 dataset
Level of theory: the ωB97M-V functional and the def2-TZVPD basis

Values from the calculation:
Charge: +1
LUMO level (eV): -6.085
HOMO energy (eV): -13.76
Relative energy (zero: lowest compared OMol25 entry of this formula, charge and spin) (kcal/mol): 109.2
Gap between HOMO and LUMO (hartree): 0.282
Spin multiplicity: 1
Total energy (Ha): -286.7684

Each line ends with the Löwdin charge.
Positions of all 14 atoms, in Å:
O  1.6215  0.1575  -0.1560  0.049
N  -1.8720  -0.3463  0.0170  0.075
C  2.8942  0.3829  0.3451  -0.005
C  -2.6755  0.9092  0.0644  -0.123
C  -3.0749  -0.4527  -0.2553  -0.096
C  1.1099  -0.9562  -0.3544  0.225
H  3.3728  1.1305  -0.2357  0.105
H  0.1894  -0.9921  -0.8435  0.078
H  -3.6817  -1.2733  -0.4833  0.106
H  -3.1462  1.3858  0.9364  0.103
H  2.8138  0.9510  1.2888  0.133
H  -2.6182  1.5419  -0.7272  0.046
H  3.6009  -0.5059  0.4588  0.152
H  1.4660  -1.9323  -0.0552  0.152

Cartesian forces (eV/Å) of the 6 atoms listed first:
-1.463 -1.032 -1.125
1.420 -0.130 0.663
3.114 -0.042 2.577
-2.258 -0.832 1.508
0.543 0.364 0.246
0.383 0.033 0.465



# 3
Formula: C15H16F6N4O4S6TcTe
Source: the Open Molecules 2025 dataset
Level of theory: the ωB97M-V functional and the def2-TZVPD basis

Values from the calculation:
LUMO level (spin up / spin down) (eV): -3.303 / -1.894
<S²>: 1.123
HOMO energy (spin up / spin down) (eV): -8.02 / -7.93
Gap between HOMO and LUMO (spin up / spin down) (hartree): 0.174 / 0.222
Spin multiplicity: 2
Total energy (Ha): -4438.2563

Each line ends with the Löwdin charge.
Positions of all 53 atoms, in Å:
Te  0.9362  -0.8108  3.1280  1.272
Tc  0.7330  0.0030  0.4202  0.979
S  -2.4590  3.4713  -0.3659  0.604
S  4.3683  2.5187  1.5285  0.597
S  -1.4312  1.7741  1.3338  0.528
S  -1.2346  -2.1945  1.8379  0.545
S  3.0774  -0.0692  0.7814  0.445
S  1.5610  2.3313  0.4796  0.658
F  -3.9548  0.8174  1.6309  0.160
F  -0.4340  2.4660  -1.8564  0.078
F  -1.8326  3.6427  -2.9878  0.141
F  -2.3713  1.6692  -2.3576  0.128
F  -3.6258  2.8078  2.4491  0.148
F  -2.8240  1.0770  3.4220  0.115
O  -0.4865  1.5674  2.3973  -0.464
O  -3.5758  2.6131  -0.1326  -0.279
O  -2.6542  4.8510  -0.6158  -0.238
O  -1.3908  0.7140  0.3421  -0.447
N  -1.3304  3.1973  0.7186  -0.305
N  0.6076  -0.0813  -1.6513  -0.150
N  0.0403  -0.1496  -5.7638  0.150
N  0.8018  -2.1286  0.1671  -0.187
C  -0.0251  -4.3222  0.6829  -0.098
C  3.0769  1.6923  0.9416  -1.753
C  1.7326  -2.7082  -0.6133  -0.172
C  1.5589  0.3518  -2.4902  -0.135
C  0.2266  -0.1224  -4.4290  -0.299
C  2.1017  0.7326  4.1009  -0.386
C  -0.7526  -0.5984  -3.5408  0.008
C  1.4209  0.3435  -3.8548  0.012
C  -1.7318  2.7775  -1.9804  -0.625
C  1.8299  -4.0653  -0.7820  -0.060
C  -0.5531  -0.6199  4.6674  -0.382
C  0.9199  -4.8972  -0.1229  -0.055
C  -0.5206  -0.5618  -2.1899  -0.128
C  -0.0688  -2.9258  0.8217  -0.825
C  -3.0878  1.6160  2.2195  -0.652
H  2.1172  0.5245  5.1702  0.010
H  2.4292  -2.0360  -1.0996  0.078
H  2.2205  0.7025  -4.4833  0.118
H  2.4665  0.7182  -2.0297  0.099
H  1.6400  1.7026  3.9313  0.010
H  -0.8582  -0.3939  -6.1429  0.113
H  -0.6466  0.4227  4.9472  0.012
H  0.9722  -5.9681  -0.2395  0.111
H  -0.7387  -4.9027  1.2403  0.100
H  -1.6925  -0.9741  -3.9110  0.122
H  2.6147  -4.4692  -1.4003  0.104
H  -0.2266  -1.2127  5.5184  0.013
H  3.1224  0.7390  3.7262  -0.023
H  0.7119  0.2707  -6.3789  0.110
H  -1.2758  -0.9071  -1.4988  0.119
H  -1.5062  -0.9941  4.3167  -0.026

Cartesian forces (eV/Å) of the 6 atoms listed first:
0.815 -0.542 0.834
1.239 1.647 1.816
-0.164 -0.199 -1.105
-0.656 -0.082 -0.343
-0.785 0.425 1.204
-0.355 0.020 -0.301



# 4
Formula: C15H29As2NO7P2S4Ta
Source: the Open Molecules 2025 dataset
Level of theory: the ωB97M-V functional and the def2-TZVPD basis

Values from the calculation:
Charge: -1
LUMO level (eV): 1.401
HOMO energy (eV): -5.19
Relative energy (zero: lowest compared OMol25 entry of this formula, charge and spin) (kcal/mol): 52.2
Gap between HOMO and LUMO (hartree): 0.242
Spin multiplicity: 1
Total energy (Ha): -7974.8789

Each line ends with the Löwdin charge.
Positions of all 61 atoms, in Å:
Ta  -1.8599  0.3068  0.2351  1.247
As  1.0202  -0.0854  -1.5091  1.165
As  -3.8299  -1.2479  -1.5586  -0.365
S  -4.0448  -0.0442  -3.3167  0.046
S  -4.1822  0.1352  0.2445  0.256
S  -5.0501  -2.9264  -1.5189  -0.081
S  -1.7423  -1.8179  -1.0655  0.138
P  -2.1699  2.6574  -1.4803  0.243
P  -1.4536  2.7179  1.3652  0.255
O  -0.1540  2.3162  0.4940  -0.220
O  -3.5285  2.7663  -2.1842  -0.158
O  -1.3434  3.8819  2.2231  -0.213
O  -1.0933  3.5807  -1.8496  -0.245
O  -1.8305  1.3003  1.9214  -0.407
O  -1.8088  1.1158  -1.5133  -0.642
O  -2.5679  2.8578  0.1501  -0.326
N  0.9209  0.4085  2.5150  -0.277
C  -2.8119  -2.1309  2.1421  -0.179
C  0.6314  0.8005  3.8819  -0.096
C  -1.8225  -3.0170  4.1484  -0.105
C  -2.8936  -2.9295  3.2744  -0.098
C  0.3445  0.4050  -3.2827  -0.425
C  1.5140  -1.9511  -1.9008  -0.458
C  0.8055  -1.0308  2.3230  -0.198
C  2.6274  2.3105  -1.4788  -0.167
C  -0.5634  -1.5788  2.6591  -0.264
C  2.2374  0.8630  2.1312  -0.115
C  -1.6776  -1.3719  1.8171  -0.295
C  -0.6518  -2.3599  3.8107  -0.078
C  2.7685  0.7972  -1.6326  -0.448
C  1.3100  0.2306  -4.4485  -0.156
C  2.9785  -2.2405  -2.2109  -0.177
H  0.2231  -2.4539  4.4471  0.101
H  3.4261  0.3924  -0.8620  0.051
H  2.1316  0.9481  -4.4174  0.059
H  2.3689  2.5717  -0.4506  0.044
H  1.5626  -1.5659  2.9261  0.117
H  1.0342  -1.2349  1.2721  0.081
H  1.1970  -2.5450  -1.0414  0.037
H  2.4265  0.6063  1.0895  0.043
H  0.1814  3.1405  0.0944  0.092
H  -3.6689  -2.1288  1.4823  0.026
H  3.1165  -3.3082  -2.3979  0.068
H  0.7778  0.3906  -5.3889  0.072
H  -0.0018  1.4369  -3.2264  0.046
H  -0.3768  0.4944  4.1538  0.084
H  -3.8051  -3.4850  3.4628  0.098
H  1.3406  0.3504  4.5994  0.089
H  0.8693  -2.2568  -2.7255  0.053
H  3.2128  0.5463  -2.5945  0.045
H  3.3293  -1.7063  -3.0943  0.051
H  -0.5480  -0.2075  -3.4214  0.046
H  -3.7950  1.8483  -2.5950  -0.064
H  -1.8895  -3.5952  5.0619  0.091
H  1.8484  2.7154  -2.1297  0.063
H  0.6947  1.8870  3.9681  0.086
H  3.5603  2.8246  -1.7187  0.069
H  1.7373  -0.7738  -4.4863  0.055
H  2.3043  1.9478  2.2372  0.086
H  3.0324  0.4085  2.7501  0.089
H  3.6317  -1.9672  -1.3806  0.061

Cartesian forces (eV/Å) of the 6 atoms listed first:
-0.975 -4.092 1.022
-0.106 -0.036 0.048
-0.468 -0.320 -1.241
-0.009 0.019 0.251
0.393 0.081 -0.129
0.031 0.080 0.339